No. 1
Below is a structure of composition B4F16K in a non-equilibrium geometry, with properties calculated with ωB97M-V/def2-TZVPD.

Total charge: -3
Electronic energy in Ha: -2298.255770
LUMO in eV: 5.736
Frontier orbital gap in hartree: 0.3663
Highest occupied orbital energy in eV: -4.2312

```
21
B4F16K, DFT ωB97M-V/def2-TZVPD
K 0.441 0.693 0.240
B -1.253 2.359 4.263
F -2.326 2.634 5.065
F -0.179 2.730 5.098
F -1.178 1.017 3.911
F -1.213 3.068 3.127
B -3.744 2.115 -2.891
F -4.296 1.088 -2.100
F -2.362 2.228 -2.784
F -4.016 1.728 -4.158
F -4.349 3.356 -2.642
B -0.549 -4.283 -0.092
F 0.653 -3.818 0.396
F -0.780 -3.504 -1.194
F -0.428 -5.671 -0.320
F -1.655 -4.076 0.731
B 5.500 -0.296 -1.314
F 6.260 -1.363 -0.860
F 6.075 0.557 -2.193
F 4.488 -0.884 -2.038
F 4.910 0.322 -0.247
```

---

No. 2
Below is a structure of composition B5CaF16H4 in a non-equilibrium geometry, with properties calculated with ωB97M-V/def2-TZVPD.

Total charge: -3
Electronic energy in Ha: -2403.209572
Energy relative to the best compared isomer or geometry (same formula, charge and spin) in eV: 0.0000
LUMO in eV: 7.760
Frontier orbital gap in hartree: 0.3172
Highest occupied orbital energy in eV: -0.8699

```
26
B5CaF16H4, DFT ωB97M-V/def2-TZVPD
Ca 8.379 7.108 -13.573
B 10.552 7.952 -13.515
H 10.074 8.021 -12.493
H 10.580 6.889 -13.912
H 9.960 8.616 -14.220
H 11.627 8.411 -13.515
B 9.900 5.020 -11.265
F 10.129 4.167 -12.351
F 8.872 5.989 -11.544
F 9.482 4.291 -10.135
F 11.115 5.676 -10.964
B 7.105 9.340 -11.871
F 5.844 9.961 -12.012
F 7.804 9.871 -10.781
F 7.033 7.949 -11.730
F 7.805 9.478 -13.091
B 8.167 8.080 -16.480
F 9.036 9.176 -16.649
F 7.397 7.983 -17.663
F 8.880 6.892 -16.235
F 7.335 8.234 -15.361
B 6.788 4.875 -14.445
F 6.278 6.055 -13.860
F 6.453 4.790 -15.802
F 8.180 4.958 -14.234
F 6.247 3.778 -13.761
```

---

No. 3
Below is a structure of composition B5CaH20 in a non-equilibrium geometry, with properties calculated with ωB97M-V/def2-TZVPD.

Total charge: -3
Electronic energy in Ha: -813.550132
Energy relative to the best compared isomer or geometry (same formula, charge and spin) in eV: 0.0000
LUMO in eV: 8.018
Frontier orbital gap in hartree: 0.2605
Highest occupied orbital energy in eV: 0.9282

```
26
B5CaH20, DFT ωB97M-V/def2-TZVPD
Ca 0.020 0.018 0.015
B -2.245 -0.036 1.144
H -1.953 -0.750 0.260
H -2.374 1.116 0.792
H -3.283 -0.391 1.693
H -1.376 -0.137 1.937
B 1.528 0.688 2.069
H 0.908 1.620 1.685
H 1.910 0.055 1.156
H 2.447 1.042 2.801
H 0.833 -0.047 2.743
B -0.365 -0.528 -2.390
H 0.678 -0.106 -2.056
H -1.189 0.087 -1.840
H -0.412 -0.406 -3.609
H -0.474 -1.651 -2.037
B 0.222 2.399 -1.057
H 0.118 2.512 -2.263
H 0.274 3.488 -0.492
H -0.746 1.859 -0.675
H 1.129 1.736 -0.697
B 0.854 -2.508 0.151
H -0.033 -2.104 0.830
H 0.515 -3.335 -0.676
H 1.367 -1.624 -0.437
H 1.647 -2.998 0.952
```